{
  "formula": "C24H32LaN3O8P2",
  "method": "the ωB97M-V functional and the def2-TZVPD basis",
  "symbols": ["C", "C", "N", "C", "C", "C", "C", "P", "La", "P", "C", "C", "C", "C", "C", "C", "C", "O", "O", "H", "H", "H", "C", "C", "H", "H", "H", "H", "C", "C", "H", "H", "H", "H", "H", "H", "H", "H", "H", "H", "H", "H", "H", "H", "H", "H", "H", "H", "H", "H", "H", "H", "O", "C", "O", "C", "C", "C", "C", "C", "C", "N", "O", "O", "N", "O", "O", "H", "H", "H"],
  "positions_angstrom": [[-0.625, 3.659, -2.865], [-0.798, 2.376, -2.298], [0.113, 1.929, -1.328], [1.115, 2.741, -0.952], [1.197, 4.062, -1.358], [0.326, 4.530, -2.353], [-1.889, 1.604, -2.766], [-2.459, -0.029, -2.186], [-0.305, -0.316, -0.279], [2.678, 0.533, -0.098], [2.129, 2.248, 0.064], [0.082, -2.786, -1.191], [-1.034, -3.438, -0.685], [-0.932, -4.803, -0.304], [0.234, -5.523, -0.574], [1.272, -4.887, -1.266], [1.152, -3.520, -1.649], [-0.592, 1.962, -6.495], [0.485, -2.982, -5.698], [-1.252, 3.934, -3.728], [1.914, 4.714, -0.854], [0.398, 5.580, -2.707], [-3.946, 0.372, -1.192], [-3.020, -1.024, -3.643], [3.050, 2.850, 0.034], [1.708, 2.346, 1.067], [-1.112, 1.209, -6.143], [-2.383, 2.037, -3.660], [3.273, 0.114, 1.546], [4.216, 0.683, -1.094], [-1.999, -2.918, -0.578], [-1.769, -5.291, 0.206], [0.328, -6.558, -0.253], [2.188, -5.446, -1.495], [1.923, -3.076, -2.289], [1.743, -0.578, -1.498], [-0.055, -3.206, -4.903], [1.111, -2.365, -5.272], [0.196, 1.452, -6.753], [2.289, -0.299, -1.986], [-4.741, 0.612, -1.899], [-4.291, -0.427, -0.526], [-3.719, 1.246, -0.570], [-3.857, -0.549, -4.181], [-2.170, -1.190, -4.340], [-3.353, -2.022, -3.288], [4.970, 1.186, -0.468], [4.583, -0.312, -1.392], [4.026, 1.281, -2.004], [4.241, 0.606, 1.703], [2.546, 0.444, 2.302], [3.386, -0.975, 1.620], [0.109, -1.142, 1.978], [-0.687, -0.247, 2.458], [-1.432, 0.463, 1.663], [-0.727, 0.076, 3.886], [-1.382, 1.264, 4.219], [-1.354, 1.638, 5.564], [-0.721, 0.796, 6.497], [-0.099, -0.406, 6.116], [-0.081, -0.785, 4.769], [0.547, -1.255, 7.065], [0.556, -0.894, 8.258], [1.068, -2.314, 6.647], [-1.915, 2.902, 5.919], [-2.436, 3.586, 5.007], [-1.848, 3.267, 7.110], [-1.862, 1.860, 3.440], [-0.704, 1.085, 7.537], [0.393, -1.688, 4.389]],
  "homo_energy_ev": -6.69,
  "energy_ev": -65687.08376,
  "homo_lumo_gap_ev": 4.90,
  "total_charge": 0,
  "de_lowest_kcal_mol": 14.5
}